# 1
Entry from OMol25: a 19-piece molecular cluster, C27H90INO21S overall in a non-equilibrium geometry (ωB97M-V/def2-TZVPD).

Element x y z (Å)
N: 1.136 0.939 3.111
C: 0.214 0.640 1.924
C: 0.286 1.751 0.722
C: -0.556 3.132 0.992
C: 0.331 4.346 0.258
C: 1.715 4.713 1.057
C: 2.893 5.155 -0.005
I: 4.710 5.789 1.116
C: -2.001 3.124 0.168
C: -3.215 2.359 0.959
S: -3.255 3.136 2.705
O: -4.399 2.477 3.512
O: -3.556 4.674 2.644
O: -1.678 2.819 3.349
C: -0.689 3.572 2.564
H: 1.698 1.772 2.802
H: 0.468 1.329 3.840
H: 0.628 -0.378 1.460
H: -0.898 0.383 2.269
H: -0.212 1.238 -0.234
H: 1.396 1.997 0.405
H: 0.648 3.924 -0.805
H: -0.359 5.302 0.085
H: 1.476 5.555 1.841
H: 2.043 3.752 1.653
H: 3.232 4.269 -0.719
H: 2.565 6.032 -0.740
H: -2.324 4.269 0.087
H: -1.837 2.658 -0.914
H: -4.266 2.532 0.428
H: -3.032 1.205 1.093
H: 0.348 3.457 3.138
H: -0.924 4.740 2.573
C: -3.850 5.179 -2.461
O: -3.016 5.246 -1.319
H: -3.733 4.199 -2.930
H: -4.892 5.314 -2.160
H: -3.561 5.958 -3.171
H: -3.141 6.125 -0.924
C: -4.460 -1.174 4.170
O: -4.313 -0.448 2.964
H: -4.044 -2.175 4.035
H: -3.922 -0.663 4.972
H: -5.521 -1.253 4.422
H: -4.691 0.435 3.114
C: 2.110 -3.533 2.052
O: 0.909 -2.825 1.808
H: 2.708 -3.543 1.137
H: 2.672 -3.036 2.846
H: 1.876 -4.560 2.343
H: 0.400 -2.832 2.637
C: -5.754 -3.448 7.489
O: -6.279 -2.654 6.440
H: -4.666 -3.481 7.400
H: -6.026 -3.006 8.451
H: -6.155 -4.462 7.416
H: -7.245 -2.643 6.545
C: 1.212 -6.421 -0.248
O: 2.584 -6.276 0.073
H: 0.768 -5.430 -0.365
H: 1.113 -6.976 -1.184
H: 0.703 -6.954 0.559
H: 2.950 -7.172 0.171
C: 1.418 -9.714 2.093
O: 1.448 -9.311 0.736
H: 0.531 -9.292 2.570
H: 1.374 -10.805 2.149
H: 2.313 -9.348 2.603
H: 2.245 -9.701 0.340
C: -2.931 2.183 -5.135
O: -2.406 1.825 -3.870
H: -2.119 2.551 -5.766
H: -3.386 1.307 -5.603
H: -3.678 2.971 -5.010
H: -3.150 1.503 -3.333
C: 2.286 -6.826 -4.516
O: 1.288 -6.221 -3.714
H: 1.806 -7.480 -5.248
H: 2.853 -6.051 -5.039
H: 2.954 -7.417 -3.885
H: 1.744 -5.648 -3.075
C: 4.317 0.526 5.265
O: 3.152 0.149 5.974
H: 5.178 0.460 5.934
H: 4.464 -0.149 4.418
H: 4.213 1.554 4.910
H: 2.405 0.218 5.355
C: 5.681 -6.404 -6.708
O: 4.464 -5.708 -6.510
H: 5.546 -7.447 -6.413
H: 5.960 -6.359 -7.764
H: 6.464 -5.953 -6.094
H: 4.615 -4.786 -6.779
C: 1.109 1.784 -7.035
O: 1.029 2.284 -5.713
H: 2.046 2.119 -7.486
H: 1.088 0.692 -7.015
H: 0.269 2.165 -7.621
H: 0.188 1.971 -5.339
C: -1.337 2.844 -10.232
O: -0.405 1.933 -9.679
H: -1.358 3.747 -9.618
H: -1.033 3.104 -11.249
H: -2.330 2.389 -10.242
H: -0.408 1.142 -10.244
C: -2.558 6.118 -8.285
O: -3.282 5.570 -9.371
H: -2.959 5.715 -7.352
H: -1.503 5.845 -8.374
H: -2.665 7.206 -8.286
H: -2.904 5.945 -10.185
C: -1.431 -5.320 2.701
O: -0.906 -5.679 3.966
H: -0.619 -4.953 2.070
H: -1.886 -6.197 2.232
H: -2.178 -4.532 2.825
H: -1.650 -6.001 4.503
C: -4.058 3.089 7.568
O: -4.782 2.541 6.482
H: -4.459 2.686 8.502
H: -3.003 2.816 7.479
H: -4.165 4.177 7.568
H: -4.404 2.917 5.669
C: 5.486 -6.656 -2.204
O: 4.285 -5.947 -2.447
H: 6.084 -6.666 -3.118
H: 6.048 -6.159 -1.409
H: 5.252 -7.683 -1.912
H: 3.775 -5.955 -1.619
C: 5.421 1.766 8.832
O: 4.897 2.559 7.783
H: 6.510 1.732 8.743
H: 5.150 2.207 9.794
H: 5.021 0.752 8.759
H: 3.931 2.570 7.888
C: -0.113 8.167 -0.483
O: 0.729 7.461 -1.376
H: -0.094 7.671 0.490
H: 0.249 9.192 -0.374
H: -1.135 8.169 -0.869
H: 0.692 7.924 -2.230

Calculated values
Lowest unoccupied orbital energy   0.14 eV
Kohn-Sham gap   0.3434 Eh

---

# 2
Entry from OMol25: a 21-piece molecular cluster, C27H93N3O21 overall in a non-equilibrium geometry (ωB97M-V/def2-TZVPD).

Element x y z (Å)
C: 17.357 -16.000 -21.510
C: 15.981 -16.609 -21.753
C: 16.196 -17.985 -22.402
C: 14.916 -18.791 -22.445
C: 14.349 -18.995 -21.039
C: 14.149 -17.655 -20.260
N: 15.237 -16.716 -20.496
O: 15.173 -15.513 -19.769
C: 12.755 -17.170 -20.654
C: 14.141 -18.018 -18.769
C: 15.184 -15.766 -22.768
H: 17.907 -16.502 -20.713
H: 17.376 -14.939 -21.258
H: 17.904 -16.126 -22.447
H: 16.696 -17.847 -23.359
H: 16.872 -18.529 -21.722
H: 15.007 -19.756 -22.944
H: 14.288 -18.145 -23.071
H: 14.975 -19.769 -20.589
H: 13.380 -19.468 -21.212
H: 12.029 -17.703 -20.037
H: 12.650 -16.113 -20.388
H: 12.458 -17.264 -21.698
H: 13.395 -18.745 -18.457
H: 15.116 -18.305 -18.358
H: 14.013 -17.119 -18.151
H: 15.809 -15.388 -23.584
H: 14.908 -14.781 -22.348
H: 14.181 -16.074 -23.059
H: 15.709 -15.709 -18.988
C: 15.675 -22.854 -16.273
C: 16.805 -22.034 -16.946
C: 16.902 -20.625 -16.406
C: 17.627 -20.476 -15.053
C: 18.928 -21.247 -15.059
C: 18.898 -22.663 -15.608
N: 18.114 -22.698 -16.868
O: 18.059 -24.002 -17.412
C: 20.308 -23.194 -15.877
C: 18.280 -23.524 -14.474
C: 16.559 -21.888 -18.477
H: 14.688 -22.465 -16.520
H: 15.765 -22.633 -15.208
H: 15.828 -23.919 -16.428
H: 17.224 -19.929 -17.186
H: 15.909 -20.226 -16.157
H: 16.916 -20.807 -14.297
H: 17.916 -19.437 -14.894
H: 19.300 -21.282 -14.028
H: 19.731 -20.692 -15.557
H: 21.051 -22.732 -15.235
H: 20.384 -24.259 -15.652
H: 20.588 -23.103 -16.927
H: 17.362 -23.117 -14.060
H: 18.106 -24.536 -14.858
H: 18.968 -23.730 -13.649
H: 17.482 -21.628 -18.998
H: 15.788 -21.126 -18.609
H: 16.195 -22.786 -18.980
H: 18.902 -24.082 -17.883
C: 20.647 -23.090 -20.729
C: 21.567 -22.220 -21.611
C: 20.944 -22.253 -23.015
C: 21.534 -21.181 -23.908
C: 21.475 -19.790 -23.223
C: 22.101 -19.700 -21.824
N: 21.634 -20.867 -21.073
O: 22.028 -20.767 -19.721
C: 23.652 -19.694 -22.065
C: 21.645 -18.367 -21.203
C: 22.940 -22.896 -21.569
H: 19.708 -22.595 -20.475
H: 21.112 -23.284 -19.761
H: 20.528 -24.080 -21.163
H: 20.980 -23.292 -23.350
H: 19.860 -22.136 -22.901
H: 20.899 -21.042 -24.786
H: 22.545 -21.445 -24.218
H: 20.433 -19.464 -23.165
H: 21.981 -19.086 -23.886
H: 24.005 -18.703 -22.350
H: 24.195 -20.036 -21.183
H: 23.864 -20.364 -22.896
H: 20.687 -18.538 -20.701
H: 22.331 -18.097 -20.401
H: 21.455 -17.629 -21.976
H: 22.991 -23.787 -22.201
H: 23.256 -23.106 -20.548
H: 23.735 -22.316 -22.052
H: 22.965 -21.039 -19.704
O: 22.182 -20.670 -16.606
H: 21.323 -20.532 -17.037
H: 21.992 -20.593 -15.664
O: 21.030 -19.564 -13.301
H: 21.518 -19.273 -12.521
H: 20.981 -18.781 -13.860
O: 17.007 -26.128 -19.389
H: 17.547 -25.384 -19.686
H: 17.092 -26.787 -20.088
O: 16.019 -25.249 -12.498
H: 16.345 -25.769 -11.752
H: 15.516 -25.880 -13.030
O: 21.317 -22.419 -12.421
H: 21.254 -22.493 -11.462
H: 21.244 -21.471 -12.610
O: 19.713 -19.786 -18.094
H: 18.983 -20.262 -18.514
H: 20.422 -19.803 -18.754
O: 22.728 -24.254 -17.577
H: 23.633 -24.425 -17.293
H: 22.768 -23.400 -18.026
O: 18.084 -27.312 -16.865
H: 17.795 -26.473 -17.252
H: 18.620 -27.061 -16.100
O: 14.257 -23.059 -12.176
H: 14.998 -23.633 -12.455
H: 13.926 -23.468 -11.371
O: 15.997 -17.678 -13.544
H: 15.213 -17.115 -13.557
H: 16.483 -17.433 -14.340
O: 15.874 -20.091 -11.882
H: 15.057 -20.605 -11.846
H: 15.657 -19.295 -12.398
O: 18.529 -24.192 -10.711
H: 17.999 -24.575 -11.418
H: 18.032 -23.414 -10.430
O: 20.397 -25.433 -18.762
H: 21.061 -25.114 -18.124
H: 20.474 -26.392 -18.737
O: 20.333 -26.957 -15.013
H: 20.834 -26.674 -14.242
H: 21.000 -27.230 -15.653
O: 19.033 -16.958 -17.774
H: 18.958 -17.892 -18.029
H: 19.855 -16.907 -17.277
O: 14.049 -25.650 -18.853
H: 14.424 -25.501 -19.726
H: 14.788 -25.490 -18.255
O: 22.850 -24.299 -14.020
H: 22.560 -25.027 -13.465
H: 22.229 -23.578 -13.831
O: 11.965 -23.804 -16.140
H: 12.086 -24.623 -15.650
H: 12.538 -23.895 -16.911

Calculated values
Lowest unoccupied orbital energy   -0.03 eV
Relative energy (zero: lowest compared OMol25 entry of this formula, charge and spin)   1.407 eV
Kohn-Sham gap   0.2897 Eh

---

# 3
Entry from OMol25: C27H94AlN2O21S as an isolated structure in a non-equilibrium geometry (ωB97M-V/def2-TZVPD).

Element x y z (Å)
C: -2.441 -1.405 1.791
C: -1.569 -1.994 0.534
N: -0.928 -0.812 -0.159
Al: 0.745 -0.287 0.630
C: 2.243 -1.047 -0.544
N: 3.458 -1.553 0.201
C: 0.843 1.793 0.421
C: -0.323 2.431 1.406
C: -1.818 2.515 0.660
C: -2.146 4.087 0.261
S: -2.933 5.044 1.707
O: -2.058 4.941 3.017
O: -4.339 4.439 2.088
O: -3.042 6.677 1.172
C: 0.927 -0.657 2.636
C: 1.187 -2.223 3.043
C: 0.828 -2.333 4.673
O: 2.597 -2.664 2.929
H: -2.180 -0.246 1.905
H: -3.580 -1.427 1.463
H: -2.340 -2.001 2.793
H: -0.843 -2.873 0.797
H: -2.354 -2.445 -0.244
H: -0.808 -1.036 -1.192
H: 2.629 -0.157 -1.241
H: 1.824 -1.860 -1.311
H: 4.284 -1.647 -0.450
H: 3.691 -0.979 1.040
H: 0.487 2.035 -0.688
H: 1.921 2.213 0.623
H: 0.009 3.492 1.839
H: -0.514 1.747 2.365
H: -2.643 2.186 1.436
H: -1.879 1.772 -0.243
H: -1.125 4.594 -0.060
H: -2.928 4.081 -0.612
H: -3.601 7.164 1.874
H: 1.854 -0.035 3.028
H: -0.008 -0.239 3.238
H: 0.484 -2.999 2.521
H: -0.313 -2.178 4.881
H: 1.440 -1.462 5.209
H: 1.254 -3.337 5.151
H: 2.539 -3.608 2.548
C: 6.029 -4.156 2.889
O: 5.883 -3.288 1.780
H: 6.922 -4.769 2.745
H: 6.137 -3.566 3.802
H: 5.152 -4.805 2.963
H: 5.083 -2.758 1.935
C: 0.376 5.769 -2.420
O: -0.252 6.142 -1.207
H: 0.356 4.681 -2.511
H: -0.161 6.213 -3.261
H: 1.414 6.113 -2.414
H: -0.219 7.112 -1.154
C: 0.270 -5.682 -0.350
O: -0.277 -4.686 -1.195
H: 1.103 -5.254 0.212
H: -0.496 -6.031 0.347
H: 0.633 -6.516 -0.956
H: -1.014 -5.096 -1.680
C: 5.467 -3.769 6.911
O: 5.321 -2.902 5.802
H: 6.360 -4.382 6.768
H: 5.575 -3.180 7.825
H: 4.591 -4.418 6.985
H: 4.521 -2.371 5.958
C: 3.440 5.182 -0.106
O: 3.380 4.811 -1.471
H: 2.761 6.021 0.065
H: 3.136 4.337 0.517
H: 4.460 5.485 0.146
H: 3.992 4.065 -1.591
C: -0.160 1.801 -4.119
O: 0.617 1.632 -2.948
H: -1.127 1.314 -3.977
H: -0.314 2.867 -4.305
H: 0.355 1.344 -4.968
H: 1.469 2.074 -3.104
C: -5.686 7.326 0.252
O: -6.774 7.736 -0.556
H: -5.876 6.314 0.616
H: -4.768 7.331 -0.341
H: -5.587 8.004 1.103
H: -6.577 8.637 -0.865
C: -0.580 -8.484 -3.482
O: 0.197 -8.653 -2.310
H: -1.547 -8.971 -3.340
H: -0.735 -7.418 -3.667
H: -0.065 -8.941 -4.330
H: 1.049 -8.210 -2.466
C: -4.377 -5.260 -2.226
O: -3.246 -5.670 -2.973
H: -4.342 -5.731 -1.241
H: -4.363 -4.174 -2.109
H: -5.288 -5.570 -2.744
H: -3.305 -5.236 -3.841
C: 6.698 3.244 0.681
O: 5.342 2.969 0.983
H: 6.844 3.165 -0.399
H: 6.947 4.257 1.007
H: 7.340 2.518 1.187
H: 5.243 3.046 1.947
C: 2.607 8.842 -3.153
O: 1.275 8.543 -3.528
H: 2.591 9.535 -2.308
H: 3.119 7.923 -2.858
H: 3.127 9.308 -3.993
H: 1.321 7.927 -4.279
C: -0.162 -11.813 0.103
O: -1.250 -11.403 -0.705
H: -0.352 -12.825 0.467
H: 0.756 -11.808 -0.490
H: -0.063 -11.135 0.954
H: -1.053 -10.502 -1.014
C: 5.117 5.887 3.516
O: 4.029 5.010 3.292
H: 5.733 5.928 2.615
H: 4.739 6.888 3.742
H: 5.720 5.517 4.350
H: 3.502 4.994 4.109
C: -3.974 -1.995 -5.126
O: -2.892 -2.908 -5.096
H: -4.280 -1.774 -4.100
H: -3.658 -1.071 -5.616
H: -4.813 -2.439 -5.667
H: -2.642 -3.085 -6.019
C: -8.822 9.766 -2.400
O: -7.760 10.660 -2.677
H: -8.670 9.331 -1.409
H: -9.770 10.309 -2.416
H: -8.833 8.969 -3.148
H: -7.921 11.030 -3.562
C: 1.827 -12.472 -3.521
O: 2.137 -11.811 -2.308
H: 2.102 -13.525 -3.432
H: 0.754 -12.393 -3.715
H: 2.390 -12.017 -4.339
H: 1.882 -10.879 -2.416
C: -5.419 1.470 3.254
O: -6.507 1.880 2.445
H: -5.609 0.458 3.618
H: -4.501 1.475 2.661
H: -5.320 2.148 4.104
H: -6.310 2.781 2.137

Calculated values
Lowest unoccupied orbital energy   1.90 eV
Total charge   -1
Kohn-Sham gap   0.2219 Eh

---

- Look up the lowest unoccupied orbital energy of the first one.
  0.14 eV

---

- Number 1 is which compound?
  C27H90INO21S

---

- Among the records above, which one has the highest lowest unoccupied orbital energy?
  C27H94AlN2O21S